Record 1
An isolated molecule of C7H12NOPS at a distorted geometry, computed with ωB97M-V/def2-TZVPD.

The geometry in ORCA input format:
```
! RIJCOSX wB97M-V def2-TZVPD def2/J DEFGRID3
* xyz 0 1
S -2.4561 1.7307 -0.2750
P -1.6074 -0.6068 -0.7740
O -2.6833 -1.5423 -0.8769
N -2.4157 -1.3124 2.3937
C 0.3558 -2.4011 0.5754
C -0.5015 -0.2208 -2.1867
C -1.5058 -1.2884 1.6829
C -0.7997 2.2844 0.2884
C -0.4525 -1.1660 0.7055
C 0.4293 0.0948 0.8445
C -0.2223 1.3542 1.3894
H -1.0116 3.2431 0.7043
H 0.4631 -0.0199 -1.8814
H -0.4684 -1.0005 -2.9412
H 1.1438 -2.3486 -0.1561
H -0.2768 -3.2543 0.1723
H -0.9417 0.6621 -2.6770
H -0.0991 2.4259 -0.5489
H 0.4868 2.0510 1.8986
H 0.5772 -2.5869 1.6121
H 1.1351 -0.1243 1.4934
H -1.0814 1.2250 2.1305
H 0.9373 0.2552 -0.1218
*
```

maximum force = 5.0 eV/A
ΔE to the lowest compared entry with this formula, charge and spin = 0.0 kcal per mole
LUMO energy = -0.005 Ha
energy = -1143.4285 Eh

---

Record 2
A structure of composition C25H43GaN10O3 at a distorted geometry, computed with ωB97M-V/def2-TZVPD.

The geometry in ORCA input format:
```
! RIJCOSX wB97M-V def2-TZVPD def2/J DEFGRID3
* xyz 2 1
Ga 9.0340 11.5144 10.7003
O 11.0624 13.3040 8.7851
O 14.7522 10.3387 9.1411
O 10.8734 9.7240 11.3883
N 12.8703 10.1801 10.3690
N 8.0458 13.1451 10.0893
N 8.6140 14.0400 9.2336
N 9.8119 10.7495 14.6502
N 8.6790 11.3401 12.5875
N 8.5429 7.8411 9.1219
N 10.9736 11.6097 10.1820
N 7.8351 9.7007 8.1035
N 8.1466 9.8326 10.3942
N 10.1483 12.7669 13.6707
C 8.1658 16.1741 8.0216
C 9.5417 11.5805 13.5958
C 12.0675 10.3811 6.8994
C 13.0394 12.0004 8.7332
C 7.9566 9.1547 11.6825
C 7.7269 10.2460 12.6854
C 10.0129 9.3253 14.4970
C 9.2967 6.9654 10.1091
C 8.2167 9.1244 9.2715
C 14.0983 13.6667 10.3918
C 10.8875 12.8372 14.9889
C 9.8183 13.8935 12.8402
C 8.0520 8.7704 7.0056
C 10.6944 11.4163 15.6150
C 13.9790 13.1887 8.9466
C 13.6672 10.8003 9.3917
C 5.8744 12.9406 11.3249
C 6.6558 10.5835 8.0078
C 6.8132 13.6266 10.3714
C 6.6414 14.8122 9.6715
C 12.8728 11.6457 7.2589
C 7.7832 15.0570 8.9665
C 11.5624 10.4584 10.6643
C 11.6314 12.3513 9.2619
C 8.6267 7.5227 7.6508
H 10.0093 7.5583 10.6559
H 10.8996 9.0719 15.1018
H 12.0052 10.3757 5.8639
H 7.1117 8.4856 11.6718
H 7.0759 8.5569 6.5442
H 7.6107 9.8484 13.6855
H 9.1979 8.7333 14.9719
H 11.9265 13.1049 14.8350
H 9.6145 13.8761 8.9341
H 11.0782 10.4431 7.3534
H 13.2279 9.4588 10.9426
H 8.7435 14.0788 12.7896
H 8.8253 8.5568 12.0179
H 5.7252 9.9406 8.0106
H 9.8689 6.2052 9.5302
H 13.8228 11.4863 6.7315
H 8.5640 6.4958 10.7801
H 12.6023 9.4914 7.2371
H 8.1503 6.5679 7.4440
H 14.3050 12.7837 10.9654
H 8.6427 9.2015 6.2238
H 14.8999 14.3726 10.5063
H 9.2621 16.3472 7.9916
H 9.6851 7.4274 7.3840
H 10.2467 11.3618 16.5997
H 13.6824 13.9489 8.2180
H 10.2754 14.8003 13.1648
H 6.6752 11.2956 8.8365
H 6.6933 11.1407 7.0671
H 10.4847 13.6313 15.5913
H 4.9726 13.5541 11.4786
H 10.0856 13.7540 11.7749
H 6.3265 12.8324 12.2992
H 13.1663 14.1018 10.8069
H 7.6251 17.0905 8.2909
H 12.3796 12.5348 6.8391
H 5.7158 11.9563 10.9412
H 14.9573 12.8217 8.5963
H 6.7964 10.7661 12.5504
H 7.8399 15.9629 7.0125
H 11.6751 10.9499 15.6224
H 5.7477 15.4371 9.6686
H 10.0974 9.1398 13.4268
*
```

maximum force = 2.6 eV/A
ΔE to the lowest compared entry with this formula, charge and spin = 7.7 kcal per mole
LUMO energy = -0.160 Ha
energy = -3676.1699 Eh

---

Record 3
A cluster of 2 separate species, C2H2Cl3P in total at a distorted geometry, computed with ωB97M-V/def2-TZVPD.

The geometry in ORCA input format:
```
! RIJCOSX wB97M-V def2-TZVPD def2/J DEFGRID3
* xyz 0 1
Cl 1.9815 -1.9486 -1.5692
Cl -1.6648 -0.5410 -0.7904
Cl 0.2585 1.1551 -2.6985
P 0.8124 1.1241 -0.8104
C -0.3156 0.0730 1.4766
C -0.4876 0.2859 0.1568
H 0.5375 0.2552 2.2424
H -1.1218 -0.4037 1.9926
*
```

maximum force = 2.5 eV/A
ΔE to the lowest compared entry with this formula, charge and spin = 79.1 kcal per mole
LUMO energy (spin up / spin down) = -0.120 / -0.121 Ha
energy = -1799.2390 Eh

---

Record 4
A cluster of 2 separate species, HN3O3S in total at a distorted geometry, computed with ωB97M-V/def2-TZVPD.

The geometry in ORCA input format:
```
! RIJCOSX wB97M-V def2-TZVPD def2/J DEFGRID3
* xyz -2 1
S -0.5077 -1.0932 1.7821
O 0.0322 0.6208 1.4597
O -1.4407 -1.0345 2.9190
O 0.7524 -1.7760 2.0322
N 0.3845 1.4655 -3.9815
N 0.2314 1.0077 -2.9378
N 0.0453 0.4958 -1.9131
H 0.5027 0.3139 0.6394
*
```

maximum force = 2.9 eV/A
ΔE to the lowest compared entry with this formula, charge and spin = 10.5 kcal per mole
LUMO energy = 0.242 Ha
energy = -788.7222 Eh

---

Record 5
An isolated molecule of C3H7N3O at a distorted geometry, computed with ωB97M-V/def2-TZVPD.

The geometry in ORCA input format:
```
! RIJCOSX wB97M-V def2-TZVPD def2/J DEFGRID3
* xyz 0 1
O -0.2671 -2.1184 1.7934
N -0.3899 -1.0215 -0.8064
N 0.5063 1.4483 -1.7677
N -0.5189 1.1240 0.4009
C -0.1678 -0.2328 0.3524
C -0.0351 -0.7782 1.5821
C 0.2863 1.6918 -0.4335
H 0.1569 -0.1618 2.4458
H 1.2393 1.9597 -2.2322
H 0.4762 0.4791 -2.0557
H -1.2668 -0.7967 -1.2632
H -0.3314 -2.0083 -0.5831
H 0.5354 2.7201 -0.1680
H -0.2234 -2.3052 2.7351
*
```

maximum force = 4.2 eV/A
ΔE to the lowest compared entry with this formula, charge and spin = 65.1 kcal per mole
LUMO energy = 0.030 Ha
energy = -357.9461 Eh

---

Record 6
An isolated molecule of C3H4N2O at a distorted geometry, computed with ωB97M-V/def2-TZVPD.

The geometry in ORCA input format:
```
! RIJCOSX wB97M-V def2-TZVPD def2/J DEFGRID3
* xyz 0 1
O -0.3088 0.8056 -1.9862
N 1.2249 -0.6926 0.8861
N 0.2122 -0.5532 1.6906
C -1.1497 0.2631 0.3684
C -0.3905 0.3977 -0.6898
C 1.2111 -0.2417 -0.2871
H 2.1811 -0.0979 -0.8076
H -1.0970 1.2144 -2.3694
H -1.9823 0.3847 1.0406
H 0.0992 -1.4802 2.1544
*
```

maximum force = 3.2 eV/A
ΔE to the lowest compared entry with this formula, charge and spin = 126.0 kcal per mole
LUMO energy = 0.011 Ha
energy = -301.2865 Eh

---

Record 7
A structure of composition C3H3MgO4Tl at a distorted geometry, computed with ωB97M-V/def2-TZVPD.

The geometry in ORCA input format:
```
! RIJCOSX wB97M-V def2-TZVPD def2/J DEFGRID3
* xyz 0 1
Tl 1.6834 2.0092 -0.0271
Mg -0.9508 1.9471 -0.5835
O -2.6063 0.9676 -0.2789
O -3.8269 -0.4034 0.9698
O 2.7454 0.5040 0.4947
O 0.4363 0.4437 -0.8067
C -2.9826 -0.1983 0.1010
C 0.7858 -0.7469 -0.4286
C 2.1762 -0.7195 0.1969
H 2.7988 -1.3142 -0.5134
H 2.0822 -1.3777 1.0927
H -2.3416 -1.1116 -0.2170
*
```

maximum force = 4.6 eV/A
ΔE to the lowest compared entry with this formula, charge and spin = 67.1 kcal per mole
LUMO energy = -0.075 Ha
energy = -789.5436 Eh

---

Record 8
An isolated molecule of C7H9N at a distorted geometry, computed with ωB97M-V/def2-TZVPD.

The geometry in ORCA input format:
```
! RIJCOSX wB97M-V def2-TZVPD def2/J DEFGRID3
* xyz 0 1
N 1.7777 -0.9583 -0.2032
C 0.2272 0.1821 0.3371
C 0.5151 -0.6434 -0.9115
C -1.4733 0.3901 0.5908
C 1.0261 -0.8318 1.1090
C -2.4029 -0.0436 -0.2183
C 0.9934 2.6241 -0.1208
C 0.9524 1.3979 0.0338
H 0.7296 -0.1407 -1.7142
H 0.1098 -1.4982 1.2006
H -1.7232 0.7979 1.5145
H 1.8932 -2.0273 -0.5762
H -1.8025 -0.7507 -1.1513
H 1.0621 3.8386 -0.4165
H -3.5260 -0.1361 -0.2999
H 1.6847 -0.5275 1.9185
H -0.0434 -1.6731 -1.0922
*
```

maximum force = 5.9 eV/A
ΔE to the lowest compared entry with this formula, charge and spin = 185.3 kcal per mole
LUMO energy = 0.034 Ha
energy = -326.5957 Eh

---

Record 9
An isolated molecule of C5H8FNS at a distorted geometry, computed with ωB97M-V/def2-TZVPD.

The geometry in ORCA input format:
```
! RIJCOSX wB97M-V def2-TZVPD def2/J DEFGRID3
* xyz 0 1
S -1.7532 -0.6558 -0.5040
F 1.3592 -1.7262 -0.1488
N 0.1475 1.6690 -0.6931
C -0.0789 1.3344 0.8070
C 0.5893 -0.0059 1.1856
C 1.5351 -0.3424 0.1295
C 1.1985 0.6526 -1.0673
C -0.9657 0.1158 1.0385
H -0.0095 2.1393 1.4610
H -1.5158 -0.3386 1.9630
H 2.4701 -0.0403 0.5322
H 0.8720 -0.5968 2.2221
H 0.7490 0.0239 -1.8259
H -2.8699 0.1878 0.0139
H 2.0650 1.1101 -1.2876
H -0.6450 1.3327 -1.3819
*
```

maximum force = 4.2 eV/A
ΔE to the lowest compared entry with this formula, charge and spin = 75.3 kcal per mole
LUMO energy = 0.023 Ha
energy = -747.9860 Eh

---

Record 10
A cluster of 3 separate species, C28H54BrClN5O2S2 in total at a distorted geometry, computed with ωB97M-V/def2-TZVPD.

The geometry in ORCA input format:
```
! RIJCOSX wB97M-V def2-TZVPD def2/J DEFGRID3
* xyz 1 3
Br -1.5974 -0.8821 -1.3831
Cl 2.7474 1.1307 -5.4158
S -1.2987 -1.6610 -4.6922
S 3.8354 -0.6384 -2.7625
O -5.7126 -5.8334 -1.1394
O 1.7736 4.8762 1.5060
N 1.4540 -1.2157 -4.0560
N 1.2383 -0.6862 -1.9547
N 1.6702 4.7123 2.7927
N -4.9598 -5.3314 -0.2058
N 1.4391 -0.2982 -0.6189
C 3.8437 3.4998 2.4384
C -3.6820 -4.4024 -2.1341
C 0.9422 5.8933 3.3585
C 2.9310 -0.5337 -6.0347
C -0.0569 -0.9531 -2.4089
C -5.0536 -6.2035 1.0055
C -2.8170 -6.4121 -0.9305
C 1.9329 -1.5417 -5.3983
C 3.0298 4.4249 3.3462
C 0.5372 3.8436 -2.7294
C 1.0077 3.4647 -1.2953
C 2.8901 3.6262 4.6715
C -3.5992 -5.1067 -0.7794
C -6.4774 -6.7081 1.2508
C -4.7269 -5.3658 2.2730
C -4.1568 -7.4495 0.9118
C 1.8310 7.1356 3.4254
C 3.1345 6.8722 4.1716
C 0.4900 2.0332 -0.9720
C 3.8737 5.6952 3.5453
C -0.3135 6.2069 2.5454
C -2.7701 -4.1440 0.0934
C 0.1105 -1.2655 -3.7032
C -2.7510 -7.1975 0.3759
C 0.4100 5.6002 4.7761
C 1.6657 1.1707 -0.5096
C 4.3843 -1.0782 -5.9710
C 2.1008 -0.8649 -2.9413
H 3.2802 2.5993 2.1825
H 3.6040 3.9651 5.4231
H 2.6743 -0.4979 -7.0932
H 1.0426 -1.5521 -6.0309
H 1.1106 4.6899 -3.1114
H -4.6346 -8.1832 0.2547
H 1.8991 3.6750 5.1119
H -5.6376 -5.0680 2.7932
H -3.3152 -3.2155 0.2782
H 0.6271 2.9781 -3.3979
H -0.8870 6.9946 3.0326
H 3.7649 7.7621 4.1230
H -0.9566 5.3284 2.4610
H -1.8040 -6.1979 -1.2818
H 2.3164 -0.7327 -0.3424
H -0.1848 4.6850 4.7900
H -1.8407 -3.8822 -0.4150
H -2.4723 -4.5635 1.0518
H 4.7534 3.1920 2.9550
H 5.1424 -0.3001 -5.9070
H 2.0990 3.5060 -1.3314
H 4.1486 3.9870 1.5123
H 3.0654 2.5613 4.5109
H 4.4521 -1.7889 -5.1473
H 2.9501 6.6891 5.2331
H -4.1148 -5.9274 2.9805
H -4.1361 -5.0285 -2.9012
H 4.2570 6.0239 2.5735
H 4.0439 -0.7780 -1.4344
H 0.6042 4.2137 -0.6167
H -0.0817 6.5611 1.5415
H 2.6012 1.4564 -1.0075
H -1.2194 -3.0074 -4.7922
H -0.2561 2.0695 -0.1743
H -7.1950 -5.8865 1.2532
H 2.3608 -2.5456 -5.4588
H 2.0622 7.4850 2.4137
H -0.2339 6.4143 5.1089
H -0.0048 1.6594 -1.8726
H -2.2545 -8.1537 0.1979
H 4.7534 5.4565 4.1461
H -6.7957 -7.4359 0.5058
H -2.1438 -6.6746 1.1200
H 4.5392 -1.6559 -6.8873
H 1.8151 1.3738 0.5554
H -4.2565 -3.4764 -2.0620
H -2.6794 -4.1483 -2.4845
H -6.5253 -7.2002 2.2229
H 1.1910 5.5144 5.5285
H 1.2892 7.9502 3.9103
H -0.5299 4.0909 -2.7273
H -4.2155 -4.4307 2.0640
H -3.2793 -7.0375 -1.7009
H -4.0931 -7.9258 1.8917
*
```

maximum force = 2.7 eV/A
LUMO energy (spin up / spin down) = -0.097 / -0.097 Ha
energy = -5353.7015 Eh

---

Record 11
A cluster of 2 separate species, C6H13N3O in total at a distorted geometry, computed with ωB97M-V/def2-TZVPD.

The geometry in ORCA input format:
```
! RIJCOSX wB97M-V def2-TZVPD def2/J DEFGRID3
* xyz 0 1
O 1.7196 -0.7531 0.6209
N -1.1362 -2.3790 0.2013
N -0.0266 0.7186 1.0434
N 0.6210 -0.9244 2.6784
C 0.4754 -0.6210 1.2718
C 1.4147 0.0005 -2.3376
C -0.4693 -1.5898 0.6936
C -1.3340 0.9796 1.6240
C 0.3553 0.7712 -2.1568
C -1.0555 0.3043 -2.2577
H 0.7959 -1.9134 2.8214
H 1.3131 -1.0415 -2.5993
H -1.5863 2.0220 1.4399
H 1.6341 -0.4552 -0.3012
H -1.3707 0.7819 2.7015
H -1.5709 0.8298 -3.0598
H 2.4207 0.3829 -2.2838
H -1.5777 0.5215 -1.3287
H 0.4812 1.8183 -1.9153
H 1.4130 -0.4076 3.0472
H 0.6553 1.3779 1.4095
H -1.1025 -0.7654 -2.4455
H -2.0694 0.3417 1.1327
*
```

maximum force = 1.0 eV/A
ΔE to the lowest compared entry with this formula, charge and spin = 51.0 kcal per mole
LUMO energy = 0.032 Ha
energy = -475.8856 Eh

---

Record 12
An isolated molecule of FH at a distorted geometry, computed with ωB97M-V/def2-TZVPD.

The geometry in ORCA input format:
```
! RIJCOSX wB97M-V def2-TZVPD def2/J DEFGRID3
* xyz 0 1
F -0.4309 0.0687 0.0547
H 0.4309 -0.0687 -0.0547
*
```

maximum force = 3.1 eV/A
ΔE to the lowest compared entry with this formula, charge and spin = 1.5 kcal per mole
LUMO energy = 0.054 Ha
energy = -100.4597 Eh